(1)
ORCA calculation (ωB97M-V/def2-TZVPD) on a 2-piece molecular cluster, C3H12N2O overall at a distorted geometry.

Structure (XYZ):
```
18
Properties=species:S:1:pos:R:3:forces:R:3:mulliken_charge:R:1
N 0.03072 1.69131 -1.13989 -0.18 0.06 -0.16 -0.464
C -1.12880 1.35473 -0.29639 -0.08 1.62 -0.05 -0.612
C -1.16049 -0.05337 0.14791 2.08 -2.23 1.24 -0.592
N 0.15273 -0.42292 0.79276 -0.46 1.14 -0.50 -0.209
C 0.33824 -1.70202 1.47140 -0.33 0.24 -1.15 -0.928
H 0.64868 2.31677 -0.64248 0.31 -0.31 0.16 0.206
H -0.26353 2.25047 -1.92685 -0.20 -0.08 -0.21 0.218
H -1.16175 2.05544 0.56918 -0.14 -0.50 -0.28 0.288
H -2.03979 1.52209 -0.87002 -0.14 0.16 0.04 0.358
H -1.91386 -0.23827 0.90955 -0.84 0.06 -0.36 0.359
H -1.24400 -0.72172 -0.71338 -0.45 0.01 0.06 0.349
H 0.34127 0.35944 1.40657 0.45 -0.22 0.19 0.184
H 0.08654 -1.65284 2.53519 -0.09 -0.45 -0.10 0.294
H -0.22028 -2.46205 0.90438 -0.32 0.14 0.58 0.321
H 1.36579 -2.03551 1.31263 0.20 0.21 0.47 0.278
H 1.41040 -0.37163 -1.70980 0.33 0.45 0.34 0.304
H 2.39995 -1.40627 -1.22763 0.15 0.39 -0.04 0.295
O 2.35819 -0.48365 -1.52314 -0.30 -0.69 -0.24 -0.650
```
Forces are in eV/Å.

Output
Total energy: -8332.4553 eV
E_HOMO: -8.41 eV
SMILES string: CNCCN.O
Lowest unoccupied orbital energy: 0.98 eV
Multiplicity: 1
Relative energy (zero: lowest compared OMol25 entry of this formula, charge and spin): 83.63 kJ/mol
Orbital gap: 9.39 eV

***

(2)
ORCA calculation (ωB97M-V/def2-TZVPD) on C27H23N4O2V as an isolated structure at a distorted geometry.

Structure (XYZ):
```
57
Properties=species:S:1:pos:R:3:forces:R:3:mulliken_charge:R:1
V -0.09828 0.35222 -0.01781 0.43 -1.18 -0.69 0.018
N 4.07323 1.19505 0.23852 0.39 0.10 0.22 -0.457
C 2.72829 1.22351 0.23550 -0.67 -0.62 -0.33 0.564
O 2.10334 0.30974 -0.32530 0.15 0.12 0.12 -0.664
C 1.98020 2.34885 0.86183 -0.16 -0.11 -0.15 -0.597
C 0.62357 2.37918 0.14794 0.48 0.13 -0.03 -1.131
H 4.52396 0.33580 -0.03129 -0.03 0.03 -0.01 0.254
H 4.55608 1.80234 0.87608 0.08 0.04 -0.05 0.225
H 2.59830 3.25152 0.83520 0.04 0.20 -0.01 0.413
H 1.84018 2.07706 1.91387 -0.03 0.00 0.06 0.323
H 0.78734 2.76323 -0.87105 -0.05 0.02 -0.06 0.404
H -0.05071 3.07476 0.63703 -0.13 0.04 0.18 0.361
C 0.38389 -0.33728 4.31303 -0.10 0.00 -0.22 -0.675
C -0.72836 0.35322 4.78426 0.06 0.04 -0.08 -0.727
C -1.59205 0.96789 3.88537 -0.05 -0.05 0.06 -0.599
C -1.35812 0.88409 2.51292 0.01 0.08 -0.33 0.779
C -0.22830 0.19915 1.99367 0.10 -0.16 1.10 0.205
C 0.61771 -0.41029 2.93475 -0.24 0.19 0.02 0.087
C -2.23298 1.49442 1.49206 0.57 -0.30 -0.62 -0.018
C -3.35304 2.26152 1.71307 -0.30 0.18 0.01 -0.479
C -4.07741 2.80780 0.65705 0.14 -0.07 -0.26 -1.562
C -3.65181 2.56073 -0.69500 -0.13 0.03 0.49 1.124
C -4.31112 3.07503 -1.81998 -0.10 0.07 -0.10 -0.663
C -3.87574 2.80765 -3.10934 0.04 -0.01 0.09 -0.544
C -2.75612 2.00102 -3.29844 -0.12 0.04 0.10 -0.971
C -2.09152 1.47209 -2.20103 -0.01 0.00 0.03 -0.280
C -2.50770 1.74366 -0.88996 0.28 -0.15 0.61 -0.076
N -1.79923 1.23565 0.19646 -1.44 0.99 -0.04 0.900
H 1.05372 -0.82821 5.01349 -0.01 0.02 -0.05 0.401
H -0.92454 0.41351 5.84941 0.01 0.00 -0.01 0.357
H -2.45923 1.50490 4.26291 0.08 -0.06 -0.02 0.343
H 1.48432 -0.96832 2.58951 0.04 -0.02 -0.05 0.297
H -3.66899 2.43584 2.73556 -0.03 0.02 -0.06 0.385
H -4.95756 3.41552 0.83712 0.05 -0.03 -0.02 0.317
H -5.18671 3.69849 -1.65994 0.04 -0.02 -0.02 0.358
H -4.40487 3.21695 -3.96260 0.01 0.00 0.03 0.346
H -2.41368 1.76923 -4.29963 0.02 -0.01 0.01 0.400
H -1.25791 0.80442 -2.37871 0.10 -0.06 0.07 0.415
O -1.50391 -1.19442 -0.60258 0.63 -0.07 -0.24 -0.228
C -1.94454 -2.37737 -0.37141 -0.12 0.42 0.26 -0.153
C -3.35088 -2.61186 -0.40882 -0.06 -0.15 -0.06 -0.678
C -3.90043 -3.84252 -0.13867 0.07 0.00 0.09 -0.445
C -3.08726 -4.93513 0.20984 0.05 0.32 -0.14 -0.879
C -1.72320 -4.73022 0.25092 0.01 0.03 -0.04 -0.571
C -1.13130 -3.48826 -0.03060 0.38 -0.10 -0.08 0.793
C 0.33235 -3.35114 -0.01266 0.05 0.13 -0.04 0.281
N 1.08796 -2.29088 -0.27411 0.24 -0.34 0.30 0.005
C 2.40498 -2.72461 -0.11898 -0.54 0.53 -0.12 -0.529
C 2.44769 -4.02968 0.23631 -0.20 -0.09 -0.07 -0.658
N 1.12669 -4.41713 0.28823 0.17 -0.22 0.13 -0.044
H -3.96978 -1.75520 -0.65101 0.00 -0.04 -0.01 0.478
H -4.97826 -3.96421 -0.17615 0.02 0.00 0.00 0.377
H -3.51023 -5.90630 0.42913 0.00 0.01 0.01 0.362
H -1.09989 -5.58244 0.50592 -0.03 0.02 0.02 0.205
H 3.23404 -2.05777 -0.27711 -0.05 0.10 -0.01 0.280
H 3.26358 -4.70510 0.44265 -0.11 0.07 -0.03 0.430
H 0.79344 -5.32953 0.52219 -0.01 -0.11 0.05 0.137
```
Forces are in eV/Å.

Output
Total energy: -64117.3195 eV
E_HOMO (spin up / spin down): -1.70 / -4.17 eV
Lowest unoccupied orbital energy (spin up / spin down): 2.62 / 2.62 eV
Multiplicity: 4
Relative energy (zero: lowest compared OMol25 entry of this formula, charge and spin): 119.62 kJ/mol
Orbital gap (spin up / spin down): 4.31 / 6.78 eV
Net charge: -1

***

(3)
ORCA calculation (ωB97M-V/def2-TZVPD) on one molecule with the formula C19H20N2O3.

Structure (XYZ):
```
44
Properties=species:S:1:pos:R:3:forces:R:3:mulliken_charge:R:1
O 4.85558 0.59891 -3.09114 0.09 0.04 0.01 -0.589
C 3.77414 0.19425 -2.75693 0.45 0.34 0.03 0.327
O 3.14622 -0.78159 -3.42633 -0.50 -0.49 -0.20 -0.411
H 3.70108 -1.08789 -4.16065 0.12 0.24 0.17 0.337
C 3.00672 0.71190 -1.56683 -0.18 0.01 -0.04 -0.530
H 3.19011 1.78645 -1.51197 0.08 -0.10 -0.05 0.403
H 3.47127 0.25981 -0.68513 0.07 0.07 -0.02 0.223
C 1.50746 0.41099 -1.57605 0.07 -0.06 0.05 -0.405
C 1.19511 -1.00910 -1.08316 0.02 0.01 -0.07 -0.394
C 1.59954 -1.17003 0.36370 -0.26 0.02 -0.57 0.271
O 2.66779 -1.61028 0.72954 0.30 -0.13 0.09 -0.689
N 0.69015 -0.75933 1.28942 -0.43 0.27 0.69 -0.329
N -0.55092 -0.20345 1.00583 0.81 -0.41 -0.18 0.506
C -1.55385 -1.16522 0.77571 -0.45 -0.62 -0.07 0.234
C -1.40391 -2.43152 1.34703 0.00 0.10 0.09 -0.618
C -2.30053 -3.44613 1.07878 -0.06 -0.02 -0.04 -0.827
C -3.36671 -3.22371 0.22588 -0.06 -0.05 0.01 -0.635
C -3.52568 -1.97189 -0.33839 0.04 -0.10 0.05 -0.839
C -2.63128 -0.94240 -0.08733 0.15 0.12 -0.05 1.101
C -2.87755 0.42309 -0.63799 -0.15 -0.01 0.14 -1.059
H -2.02334 0.77591 -1.22104 0.00 0.03 -0.06 0.283
H -3.75115 0.40564 -1.29044 0.06 -0.04 -0.03 0.483
C -3.11576 1.37414 0.54370 -0.07 0.02 -0.14 -0.978
C -1.82530 1.93607 1.06168 -0.13 -0.04 0.01 0.701
C -1.78903 3.29763 1.33702 0.14 0.01 0.08 -0.806
C -0.64498 3.94311 1.76188 0.04 0.09 0.01 -0.803
C 0.51694 3.20638 1.89015 -0.13 0.09 -0.01 -0.902
C 0.50888 1.85344 1.62274 0.11 -0.08 0.02 -0.330
C -0.65398 1.17903 1.22113 0.20 0.61 0.23 0.616
H 1.43864 1.31670 1.72368 -0.01 -0.03 0.01 0.409
H 1.43749 3.67831 2.19832 0.09 0.03 0.03 0.420
H -0.65820 5.00059 1.97378 -0.01 0.11 0.01 0.395
H -2.69903 3.86665 1.21050 -0.10 0.02 -0.04 0.358
H -3.64541 0.83350 1.33385 -0.07 0.04 -0.08 0.415
H -3.75401 2.20271 0.23192 0.03 0.01 0.08 0.393
H -4.35679 -1.78487 -1.00310 -0.07 0.05 -0.07 0.368
H -4.06785 -4.01368 0.00589 -0.07 -0.08 -0.03 0.394
H -2.16221 -4.41204 1.54020 0.02 -0.08 0.04 0.406
H -0.57696 -2.63046 2.01076 0.05 0.00 -0.01 0.458
H 0.96618 -0.85166 2.26363 -0.08 0.04 -0.19 0.352
H 0.13159 -1.21695 -1.20108 0.01 -0.04 -0.04 0.043
H 1.76492 -1.72530 -1.67372 -0.06 -0.04 0.13 0.543
H 1.00044 1.13785 -0.93805 -0.02 0.01 -0.08 0.247
H 1.11735 0.52288 -2.58879 -0.07 0.05 0.06 0.460
```
Forces are in eV/Å.

Output
Total energy: -29150.9122 eV
E_HOMO: -8.00 eV
SMILES string: O=C(O)CCCC(=O)NN1c2ccccc2CCc2ccccc21
Lowest unoccupied orbital energy: 0.66 eV
Multiplicity: 1
Relative energy (zero: lowest compared OMol25 entry of this formula, charge and spin): 135.61 kJ/mol
Orbital gap: 8.66 eV

***

(4)
ORCA calculation (ωB97M-V/def2-TZVPD) on a 8-piece molecular cluster, C23H26Cl2F6O21 overall at a distorted geometry.

Structure (XYZ):
```
78
Properties=species:S:1:pos:R:3:forces:R:3:mulliken_charge:R:1
C 17.53997 19.87523 20.49447 0.36 -1.90 -0.16 -1.670
C 17.95198 21.31131 20.38910 0.59 -0.93 -1.27 1.017
C 17.56681 21.89901 19.02150 -1.06 -0.58 0.34 0.522
O 16.66430 22.93006 19.42546 -0.93 1.24 -0.37 -0.353
C 16.59633 23.10020 20.76344 1.09 -0.11 -1.67 0.532
O 16.10659 24.03457 21.32526 -0.43 -0.36 -0.01 -0.567
O 17.27770 22.10817 21.32161 0.25 0.31 2.03 -0.458
H 18.18141 19.33666 19.78644 0.15 0.04 0.04 0.321
H 16.55036 19.51578 20.20203 -0.32 1.01 -0.12 0.306
H 17.70950 19.38634 21.45665 0.28 0.48 0.18 0.277
H 19.03929 21.34354 20.49368 -0.12 0.41 0.61 0.164
H 17.01739 21.11096 18.50174 -0.21 0.35 -0.28 -0.084
H 18.30646 22.29779 18.33291 0.30 0.19 0.54 -0.219
C 18.49577 16.50535 18.22222 0.22 1.24 0.17 0.704
Cl 19.20583 17.29443 16.78793 -0.37 -0.11 -0.34 -0.173
Cl 19.61237 15.33846 18.85202 0.22 -0.77 0.31 -0.180
H 18.45816 17.32466 18.93378 -0.34 -0.24 0.13 -0.457
H 17.50676 16.09690 18.04435 0.16 -0.10 -0.26 0.204
C 14.66819 18.23186 14.54989 -0.02 0.67 -1.23 -0.456
C 14.79539 16.88667 15.20700 1.17 0.28 0.35 0.369
O 15.28025 17.25783 16.46617 -0.24 -0.63 1.07 -0.241
C 15.17109 18.59576 16.69275 0.43 -0.14 0.71 0.579
O 15.48435 19.12712 17.71312 -0.16 -0.25 -0.37 -0.464
O 14.68284 19.18904 15.61466 -0.75 0.08 -0.49 -0.321
F 15.76918 16.10895 14.64400 -0.30 0.05 -0.28 -0.298
H 13.76914 18.25153 13.93548 -0.11 0.60 0.28 0.270
H 15.52364 18.51654 13.93642 0.04 -0.58 -0.20 0.292
H 13.87759 16.29981 15.24505 0.09 -0.05 0.26 0.252
C 18.29311 27.14867 18.30269 -1.26 0.64 1.14 -0.378
C 17.13599 26.13386 18.33099 1.19 -0.41 -1.65 0.726
O 17.75980 25.06952 17.58697 -1.01 -1.09 1.81 -0.281
C 18.83362 25.49752 16.95351 0.47 -0.51 -1.68 0.637
O 19.53661 24.81899 16.25620 -0.29 0.39 0.58 -0.533
O 18.91971 26.82240 17.09517 1.40 0.70 -0.04 -0.421
F 16.14324 26.53726 17.48212 -0.55 0.53 0.45 -0.321
H 18.95731 27.05764 19.16532 0.07 -0.41 -0.13 0.163
H 17.94632 28.18178 18.29927 -0.13 -0.10 -0.35 0.383
H 16.70576 25.77642 19.26496 0.25 -0.06 -0.04 -0.005
C 20.54203 23.36850 23.27615 -2.24 -0.32 -1.09 -0.422
C 20.14482 24.82853 23.52017 2.57 -0.06 0.41 0.421
O 19.92727 25.38608 22.25624 -1.01 -0.31 0.82 -0.324
C 20.01114 24.41940 21.31108 -0.37 0.39 -0.54 0.668
O 19.73158 24.61050 20.16736 0.18 -0.21 0.18 -0.446
O 20.40429 23.26978 21.84425 0.69 -0.54 -0.25 -0.336
F 21.28776 25.46188 23.97897 -0.16 0.29 0.49 -0.335
H 19.72175 22.73734 23.62660 0.38 -0.19 0.44 0.232
H 21.51030 23.00361 23.59916 0.10 0.47 0.07 0.291
H 19.38786 24.93235 24.29878 -0.34 0.52 -0.62 0.266
C 21.27475 22.11778 15.48698 0.28 -1.72 -1.20 -0.429
C 20.70663 21.17747 16.54844 0.75 0.83 -0.19 0.399
O 19.39847 20.90686 16.15935 0.37 -0.34 0.37 -0.217
C 19.10203 21.61045 15.04233 -0.39 1.36 -0.31 0.667
O 17.99812 21.76852 14.63710 0.24 -0.53 -0.26 -0.522
O 20.21875 22.16898 14.51338 -0.31 0.48 0.58 -0.356
F 20.70316 21.81453 17.75763 -0.11 -0.38 0.31 -0.251
H 22.06586 21.55342 14.98771 0.24 0.31 0.02 0.336
H 21.69249 23.05961 15.83018 -0.75 0.28 0.06 0.251
H 21.32675 20.28215 16.57744 -0.43 -0.25 0.65 0.223
C 15.07030 16.62472 23.43842 -0.27 1.85 0.22 -0.490
C 14.61708 17.80307 22.57609 -0.48 -1.29 -0.16 0.273
O 14.75076 17.21151 21.28598 -0.58 1.15 -0.04 -0.273
C 15.62210 16.18484 21.35455 0.15 -0.78 -1.29 0.646
O 15.90846 15.46865 20.44372 0.02 0.68 0.33 -0.524
O 16.07504 16.06686 22.59785 0.00 -0.78 1.49 -0.312
F 15.43994 18.86427 22.71623 0.35 0.27 -0.16 -0.259
H 14.21294 15.97816 23.62314 0.26 -0.42 -0.12 0.313
H 15.43400 17.04396 24.37404 0.51 -0.52 -0.01 0.330
H 13.59639 18.14683 22.74614 0.04 -0.13 -0.29 0.325
C 14.92525 27.75663 22.12790 -1.16 1.44 -1.22 -0.373
C 15.50341 26.69180 22.99496 0.37 -0.69 0.06 0.493
O 15.60529 27.29418 24.24963 -0.51 -0.44 0.09 -0.349
C 15.53262 28.64958 24.10474 1.02 0.22 -0.40 0.585
O 16.02506 29.40602 24.87211 -0.74 0.15 0.10 -0.492
O 14.96792 28.95262 22.91128 0.65 0.02 0.63 -0.353
F 16.78719 26.37030 22.61886 0.07 0.24 -0.22 -0.235
H 13.87786 27.67750 21.83136 0.01 -0.76 0.28 0.304
H 15.45039 27.93032 21.18767 0.43 -0.17 0.24 0.170
H 14.94290 25.76009 22.97327 0.01 0.01 0.45 0.264
```
Forces are in eV/Å.

Output
Total energy: -108620.3840 eV
E_HOMO: -10.71 eV
SMILES string: O=C1OC[C@@H](F)O1.O=C1OC[C@@H](F)O1.O=C1OC[C@@H](F)O1.O=C1OC[C@@H](F)O1.O=C1OC[C@@H](F)O1.O=C1OC[C@@H](F)O1.C[C@H]1COC(=O)O1.ClCCl
Lowest unoccupied orbital energy: 0.36 eV
Multiplicity: 1
Relative energy (zero: lowest compared OMol25 entry of this formula, charge and spin): 0.00 kJ/mol
Orbital gap: 11.07 eV

***

(5)
ORCA calculation (ωB97M-V/def2-TZVPD) on one molecule with the formula C6H4N2O at a distorted geometry.

Structure (XYZ):
```
13
Properties=species:S:1:pos:R:3:forces:R:3:mulliken_charge:R:1
C 1.21376 0.19413 1.38295 1.57 -5.67 -0.92 -0.119
C -0.01858 0.79044 0.73080 0.40 -2.75 2.92 -0.019
C -1.02550 -0.25679 -0.04925 -2.63 4.52 0.97 -0.133
C -1.02332 -1.65178 -0.13116 2.22 -2.21 0.64 0.085
C -0.03309 0.78246 -0.69622 -3.94 0.79 -1.22 0.128
C 0.61865 0.16260 -1.75017 4.59 -5.81 -10.71 -0.008
H 1.86242 0.91087 1.96457 -0.50 -0.79 -0.34 0.326
H -0.48072 1.62086 1.32302 0.40 -0.74 -1.06 0.405
H -2.15624 0.09616 -0.10124 2.62 -0.31 0.31 0.270
H -0.65451 1.64822 -0.96156 0.49 -0.30 -0.87 0.391
N -0.81333 -2.79052 -0.06824 -0.81 1.05 -0.36 -0.392
N 0.94547 -0.45071 -2.83423 -2.67 5.43 9.56 -0.476
O 1.56499 -1.05595 1.19072 -1.73 6.79 1.07 -0.457
```
Forces are in eV/Å.

Output
Total energy: -11309.3900 eV
E_HOMO: -10.47 eV
SMILES string: N#C[C@@H]1[C@H](C#N)[C@@H]1C=O
Lowest unoccupied orbital energy: -0.49 eV
Multiplicity: 1
Relative energy (zero: lowest compared OMol25 entry of this formula, charge and spin): 408.90 kJ/mol
Orbital gap: 9.98 eV

***

> Which formula does entry 4 have?

C23H26Cl2F6O21

***

> Which formula does entry 5 have?

C6H4N2O

***

> Look up the relative energy (zero: lowest compared OMol25 entry of this formula, charge and spin) of the first one.

83.63 kJ/mol

***

> The lowest total energy belongs to which entry?

C23H26Cl2F6O21